Here is a 14-piece molecular cluster, C50H99F8N13O24S8 overall in a non-equilibrium geometry from the Open Molecules 2025 dataset. Energies are from the ωB97M-V functional and the def2-TZVPD basis.

Multiplicity = 1
ΔE to the lowest compared entry with this formula, charge and spin = 69.52 kcal per mole
LUMO energy = 2.2 eV
Energy = -8466.0833 Ha
Total charge = -2
Orbital gap = 5.3 eV

CARTESIAN COORDINATES (ANGSTROEM)
C 3.43073 -10.87727 3.60962
C 4.28492 -9.58649 3.51000
N 3.58229 -8.33877 3.10345
C 2.49597 -7.79250 3.69441
C 2.04209 -6.59993 2.98161
N 2.96894 -6.52533 1.89020
C 3.90974 -7.58592 1.97997
C 3.00661 -5.52213 0.90262
H 2.80018 -10.84905 4.49828
H 4.11211 -11.71669 3.47106
H 2.64715 -10.88915 2.85201
H 5.08340 -9.73447 2.78291
H 4.71050 -9.41866 4.49935
H 2.06123 -8.31829 4.53165
H 1.28184 -5.84477 3.11628
H 4.72623 -7.83200 1.31726
H 3.79189 -5.55157 0.14727
H 3.28523 -4.59523 1.40395
H 2.04689 -5.26571 0.45397
C 1.36486 -5.68878 -3.88950
C 2.58249 -5.63013 -4.93716
N 2.61855 -4.42842 -5.80771
C 2.58964 -4.40743 -7.15547
C 2.72698 -3.04711 -7.49666
N 3.09467 -2.31813 -6.33472
C 3.10800 -3.20896 -5.30022
C 3.41506 -0.89069 -6.28715
H 1.58920 -6.44134 -3.13356
H 0.42138 -5.81379 -4.42082
H 1.34491 -4.77790 -3.29116
H 2.76794 -6.54584 -5.49856
H 3.46280 -5.62186 -4.29445
H 2.50119 -5.32322 -7.72106
H 2.62727 -2.55652 -8.45362
H 3.21586 -2.89953 -4.27114
H 2.98686 -0.35545 -5.43965
H 3.02874 -0.42003 -7.19121
H 4.49680 -0.82209 -6.17203
C 1.74822 -2.62373 -1.27416
C 2.09283 -1.07901 -1.21873
N 0.94210 -0.24255 -1.53007
C 0.48036 0.05965 -2.79407
C -0.72322 0.86439 -2.63889
N -0.79736 1.06071 -1.22693
C 0.17966 0.34630 -0.59941
C -1.88323 1.70695 -0.61115
H 1.61179 -2.94310 -2.30735
H 0.83500 -2.88588 -0.73991
H 2.58468 -3.14536 -0.80904
H 2.92218 -0.73013 -1.83402
H 2.34601 -0.83632 -0.18670
H 0.90976 -0.43774 -3.65117
H -1.36710 1.37696 -3.33824
H 0.32180 0.14761 0.45260
H -1.68078 2.74873 -0.36252
H -1.96781 1.23957 0.36992
H -2.80132 1.54696 -1.17650
C -2.94548 -0.56867 3.01023
C -3.65998 -0.25149 4.33546
C -2.89965 0.71193 5.18805
N -3.56082 1.01551 6.57463
C -4.66177 2.15858 6.39331
C -4.04095 -0.21603 7.41696
C -3.17107 -0.31385 8.60406
C -1.98631 0.42728 8.28007
C -2.42887 1.61022 7.53780
H -3.71267 -0.86834 2.29628
H -2.22351 -1.38267 3.07548
H -2.47374 0.31015 2.57065
H -3.97639 -1.21538 4.73409
H -4.53164 0.35143 4.08091
H -2.88124 1.72138 4.77721
H -1.90940 0.28056 5.33433
H -4.90793 2.33483 7.44042
H -5.46487 1.68046 5.83247
H -4.22006 3.02367 5.89874
H -5.06022 -0.09039 7.78220
H -3.97789 -1.10960 6.79594
H -3.70150 0.11190 9.45581
H -2.98276 -1.35073 8.88248
H -1.37239 0.58510 9.16680
H -1.25992 -0.09914 7.66092
H -2.89706 2.15851 8.35528
H -1.69510 2.19558 6.98369
C -6.39316 7.14894 -2.37300
C -6.21511 5.80645 -1.84344
C -6.86890 5.64631 -0.40098
N -5.97531 4.82219 0.56672
C -4.89029 5.67806 1.25883
C -5.39680 3.46723 0.01656
C -5.21953 2.55353 1.26298
C -6.08580 3.12991 2.31584
C -6.84961 4.27172 1.68350
H -5.98961 7.27690 -3.37743
H -5.92047 7.86837 -1.70436
H -7.41712 7.41641 -2.63387
H -5.19046 5.48352 -1.65929
H -6.60526 5.03834 -2.51119
H -7.85163 5.18151 -0.48055
H -7.05727 6.60640 0.07949
H -5.30056 6.25741 2.08596
H -4.56870 6.44056 0.54942
H -4.15341 4.95433 1.60716
H -4.48482 3.62329 -0.55966
H -6.21740 3.00405 -0.53133
H -4.15234 2.55604 1.48480
H -5.53273 1.56918 0.91506
H -5.62591 3.58326 3.19395
H -6.83389 2.37530 2.55880
H -7.14911 5.14229 2.26703
H -7.74813 3.95819 1.15205
C 1.13046 4.25135 -0.36962
C 2.46921 3.49856 -0.03225
C 3.11783 3.80386 1.30692
N 4.46103 2.96859 1.40896
C 5.47979 3.32232 0.34617
C 5.03173 3.20233 2.79238
C 5.67462 1.92140 3.28849
C 5.22325 0.79543 2.30922
C 4.17589 1.41421 1.39971
H 0.59484 3.67013 -1.12022
H 1.33055 5.25336 -0.74915
H 0.43607 4.33615 0.46629
H 3.01769 3.80321 -0.92357
H 2.32352 2.41884 -0.06514
H 2.50194 3.63716 2.19065
H 3.35694 4.86708 1.28429
H 5.05465 3.21644 -0.65190
H 6.33209 2.64289 0.35327
H 5.94829 4.29329 0.50692
H 5.87410 3.89281 2.75047
H 4.14646 3.49403 3.35744
H 6.74850 2.09636 3.35393
H 5.28945 1.85096 4.30574
H 5.97722 0.36848 1.64789
H 4.78174 -0.07022 2.80299
H 4.20042 1.00309 0.39051
H 3.24288 1.14934 1.89714
N -0.50169 1.59610 -8.30491
S -0.57330 -0.06403 -7.93329
O -1.81393 -0.83901 -8.11737
O 0.42227 -0.65355 -7.04746
F 0.06270 -0.34273 -9.42689
S -1.35584 1.91368 -7.10235
O -0.77224 1.85138 -5.75329
O -2.83873 1.79922 -7.17146
F -1.09902 3.48990 -7.32784
N -3.58742 -2.67299 -4.45531
S -2.23275 -3.27704 -3.64209
O -1.99852 -2.61382 -2.36820
O -1.10791 -3.78308 -4.40515
F -2.92416 -4.65988 -3.16145
S -3.36301 -1.24876 -4.38331
O -2.25174 -0.54877 -5.02101
O -3.95303 -0.58471 -3.29148
F -4.46777 -0.95801 -5.49769
N 5.20579 3.06278 -4.30006
S 5.08892 2.87215 -5.90911
O 4.10827 2.01463 -6.56540
O 6.30664 3.12165 -6.61927
F 4.40638 4.33925 -6.04993
S 5.15453 1.68495 -3.95211
O 6.01311 0.69435 -4.62001
O 3.81830 1.14507 -3.61842
F 5.94670 1.78192 -2.50000
N 1.59875 -0.50649 2.47117
S 2.13028 -2.05210 2.98415
O 1.35958 -2.72313 4.12499
O 3.53692 -2.40416 2.82662
F 1.47041 -2.92578 1.83386
S 1.49748 -0.06374 3.89645
O 2.66746 -0.07316 4.78718
O 0.19486 -0.34928 4.53806
F 1.37383 1.53518 3.56475
C -1.56983 3.86018 2.67679
C -1.95984 4.25303 4.05606
O -2.97320 4.95068 4.23741
O -1.23898 3.86558 5.02319
H -1.92541 2.83033 2.70945
H -0.52285 3.73312 2.40153
H -2.12371 4.36941 1.88811
C 5.76986 -3.01588 -0.38275
C 5.35796 -3.12220 -1.85637
O 5.07352 -4.26448 -2.31979
O 5.03109 -2.07808 -2.49699
H 5.55913 -3.91350 0.19862
H 5.23271 -2.21832 0.13051
H 6.83930 -2.83361 -0.27703
C -1.61520 -4.91054 -0.16758
C -1.37516 -5.51663 1.13771
O -0.32187 -5.27708 1.67151
O -2.20184 -6.27417 1.60240
H -2.31466 -4.08114 -0.06298
H -1.94103 -5.54356 -0.99294
H -0.77282 -4.33909 -0.55738
C -3.00606 5.69666 -4.21973
C -2.34879 4.66470 -3.32551
O -1.19316 4.88295 -3.00467
O -2.94550 3.58312 -3.16036
H -3.84771 5.26614 -4.76229
H -2.23793 6.15577 -4.84205
H -3.53942 6.41383 -3.59580